A molecular structure, C51H48As2ClIrN7O2P, computed with wB97M-V/def2-TZVPD.

Atoms and positions in Å:
Ir: 0.664 -0.657 0.819
C: 2.221 4.091 3.125
N: 1.324 3.046 2.658
C: -0.028 3.018 2.851
C: -0.484 1.882 2.253
N: 0.573 1.230 1.690
C: 1.663 1.952 1.944
P: 3.376 1.496 1.494
C: 3.067 0.945 -0.209
N: 2.085 0.135 -0.595
C: 2.196 -0.006 -1.943
C: 3.257 0.733 -2.380
N: 3.801 1.328 -1.279
C: 4.931 2.243 -1.281
C: 3.322 -0.156 2.259
N: 2.310 -0.998 2.090
C: 2.598 -2.122 2.806
C: 3.798 -1.946 3.427
N: 4.245 -0.703 3.076
C: 5.500 -0.100 3.495
H: 1.627 4.839 3.643
H: 2.726 4.562 2.286
H: 2.955 3.683 3.816
H: -0.541 3.786 3.400
H: -1.483 1.490 2.205
H: 1.520 -0.615 -2.517
H: 3.660 0.883 -3.365
H: 5.279 2.348 -2.304
H: 5.742 1.851 -0.670
H: 4.628 3.221 -0.911
H: 1.958 -2.986 2.805
H: 4.370 -2.598 4.062
H: 5.974 -0.765 4.211
H: 5.320 0.861 3.972
H: 6.164 0.030 2.641
C: -1.685 1.992 -0.934
C: -2.447 0.671 -0.864
As: -1.244 -0.876 -0.813
C: -2.491 -2.312 -0.365
C: -2.624 -3.409 -1.211
C: -3.523 -4.424 -0.915
C: -4.315 -4.345 0.217
C: -4.208 -3.242 1.050
C: -3.302 -2.233 0.766
C: -0.912 -1.314 -2.685
C: -0.022 -2.338 -3.014
C: 0.157 -2.715 -4.336
C: -0.556 -2.084 -5.345
C: -1.456 -1.080 -5.025
C: -1.635 -0.700 -3.702
As: -0.686 2.344 -2.600
C: -2.134 2.919 -3.773
C: -1.956 2.710 -5.138
C: -2.940 3.076 -6.045
C: -4.119 3.649 -5.593
C: -4.308 3.860 -4.234
C: -3.320 3.498 -3.330
C: 0.049 4.049 -1.995
C: -0.430 5.301 -2.358
C: 0.225 6.452 -1.939
C: 1.367 6.364 -1.159
C: 1.854 5.115 -0.794
C: 1.199 3.968 -1.213
H: -0.894 1.998 -0.180
H: -2.340 2.838 -0.714
H: -3.172 0.559 -1.671
H: -3.013 0.597 0.069
H: -2.021 -3.495 -2.103
H: -3.603 -5.276 -1.578
H: -5.016 -5.136 0.446
H: -4.829 -3.165 1.934
H: -3.212 -1.393 1.435
H: 0.533 -2.835 -2.232
H: 0.853 -3.508 -4.575
H: -0.420 -2.383 -6.376
H: -2.028 -0.590 -5.801
H: -2.358 0.077 -3.489
H: -1.039 2.253 -5.495
H: -2.787 2.912 -7.104
H: -4.891 3.929 -6.297
H: -5.227 4.308 -3.878
H: -3.484 3.681 -2.275
H: -1.317 5.385 -2.975
H: -0.157 7.422 -2.230
H: 1.883 7.263 -0.849
H: 2.761 5.042 -0.203
H: 1.591 2.991 -0.945
Cl: -1.369 -8.093 2.702
C: -0.493 -6.759 2.026
C: -1.005 -5.478 2.156
C: -0.319 -4.418 1.588
C: 0.884 -4.634 0.929
C: 1.397 -5.925 0.829
C: 0.703 -6.996 1.365
C: 1.661 -3.500 0.322
O: 2.869 -3.566 0.187
O: 0.949 -2.481 -0.109
H: -1.936 -5.316 2.681
H: -0.726 -3.418 1.662
H: 2.342 -6.078 0.326
H: 1.081 -8.006 1.278
N: -0.792 -1.145 2.065
C: -1.015 -0.967 3.392
C: -2.274 -0.436 3.775
C: -2.605 -0.231 5.099
C: -1.732 -0.603 6.112
C: -0.519 -1.186 5.769
C: -0.155 -1.351 4.446
H: -2.988 -0.189 2.998
H: -3.570 0.194 5.345
H: -1.999 -0.459 7.150
H: 0.157 -1.515 6.548
H: 0.784 -1.814 4.215

Cartesian forces (eV/Å) of the 3 atoms listed first:
0.6 0.1 -0.2
0.0 0.0 0.1
-0.1 0.1 -0.1

## Properties
Spin multiplicity = 2
<S²> = 0.773
Total charge = +1
E = -7883.2882 hartree
Relative energy (zero: lowest compared OMol25 entry of this formula, charge and spin) = 3.4 kcal/mol

Löwdin atomic charge list, values in e, 5 entries: Ir 1.187; C -0.010; N -0.108; C -0.006; C -0.104

---

A molecular structure, C51H49F6N5O2P2S3Sn, computed with wB97M-V/def2-TZVPD.

Atoms and positions in Å:
Sn: 0.192 -0.136 -0.233
S: -1.941 -1.603 2.137
P: -2.152 0.384 2.194
C: -1.324 1.360 1.057
P: -0.213 2.569 1.486
S: 1.658 2.134 2.080
C: -0.111 3.733 0.043
C: -1.242 3.962 -0.741
C: -1.196 4.858 -1.803
C: -0.014 5.525 -2.105
C: 1.119 5.297 -1.332
C: 1.066 4.412 -0.262
C: -0.928 3.787 2.699
C: -2.256 4.179 2.553
C: -2.826 5.104 3.418
C: -2.068 5.653 4.448
C: -0.741 5.272 4.597
C: -0.175 4.347 3.724
C: -3.946 0.737 1.824
C: -4.567 -0.009 0.820
C: -5.835 0.327 0.360
C: -6.514 1.414 0.902
C: -5.917 2.149 1.916
C: -4.645 1.811 2.373
C: -2.067 0.785 3.999
C: -0.863 1.149 4.600
C: -0.762 1.253 5.984
C: -1.857 0.980 6.789
C: -3.059 0.601 6.202
C: -3.159 0.498 4.821
H: -2.145 3.398 -0.527
H: -2.080 5.016 -2.411
H: 0.029 6.205 -2.949
H: 2.051 5.795 -1.576
H: 1.947 4.213 0.338
H: -2.846 3.736 1.758
H: -3.864 5.392 3.295
H: -2.511 6.371 5.129
H: -0.146 5.688 5.403
H: 0.859 4.036 3.831
H: -4.039 -0.867 0.415
H: -6.296 -0.266 -0.424
H: -7.502 1.680 0.543
H: -6.437 2.996 2.352
H: -4.192 2.391 3.168
H: 0.012 1.336 3.987
H: 0.183 1.544 6.429
H: -1.774 1.045 7.869
H: -3.918 0.372 6.823
H: -4.089 0.175 4.373
C: -3.316 1.221 -3.004
C: -2.703 1.878 -4.063
C: -1.332 2.050 -4.056
C: -0.591 1.570 -2.976
N: -1.194 0.938 -1.973
C: -2.512 0.757 -1.982
C: 0.880 1.763 -2.809
C: 1.640 2.417 -3.783
C: 2.983 2.681 -3.556
C: 3.561 2.291 -2.347
C: 2.800 1.603 -1.407
C: 1.447 1.309 -1.614
H: -4.385 1.065 -2.970
H: -3.293 2.266 -4.885
H: -0.844 2.574 -4.867
H: -2.919 0.225 -1.134
H: 1.197 2.737 -4.720
H: 3.570 3.198 -4.306
H: 4.605 2.518 -2.149
H: 3.260 1.302 -0.468
N: 2.700 -1.696 3.591
N: 1.576 -1.612 2.704
H: 2.538 -1.143 4.426
H: 3.484 -1.277 3.108
H: 1.089 -0.726 2.795
H: 0.915 -2.337 2.945
C: -0.089 -3.709 -0.803
C: -0.742 -2.916 -1.952
O: -1.075 -1.652 -1.641
C: -2.034 -3.679 -2.383
F: -1.778 -4.869 -2.993
F: -2.787 -3.966 -1.309
F: -2.813 -2.990 -3.221
C: 0.240 -2.922 -3.174
F: -0.347 -2.619 -4.345
F: 0.879 -4.107 -3.376
F: 1.209 -2.018 -2.988
H: -0.720 -3.586 0.077
H: 0.895 -3.289 -0.570
H: 0.024 -4.770 -1.039
C: 3.239 -1.219 -5.609
C: 4.332 -0.386 -4.947
C: 4.911 -1.090 -3.726
N: 3.927 -1.133 -2.653
C: 3.726 -2.163 -1.767
S: 3.335 -1.904 -0.200
N: 3.726 -3.386 -2.453
C: 3.397 -4.656 -2.019
O: 3.179 -4.994 -0.887
C: 3.317 -5.654 -3.161
C: 4.172 -5.619 -4.254
C: 4.091 -6.599 -5.239
C: 3.144 -7.605 -5.137
C: 2.284 -7.637 -4.045
C: 2.379 -6.671 -3.055
H: 2.798 -0.697 -6.460
H: 2.437 -1.430 -4.898
H: 3.638 -2.173 -5.973
H: 3.915 0.571 -4.621
H: 5.140 -0.172 -5.653
H: 5.820 -0.582 -3.385
H: 5.204 -2.106 -3.994
H: 3.728 -0.236 -2.223
H: 3.678 -3.281 -3.454
H: 4.926 -4.844 -4.330
H: 4.770 -6.575 -6.082
H: 3.077 -8.366 -5.905
H: 1.538 -8.418 -3.965
H: 1.728 -6.682 -2.189

Cartesian forces (eV/Å) of the 3 atoms listed first:
-0.2 -0.1 0.0
0.0 0.2 0.0
-0.5 -0.1 -0.2

## Properties
Total charge = -2
E = -5088.0041 hartree
Relative energy (zero: lowest compared OMol25 entry of this formula, charge and spin) = 7.2 kcal/mol

Löwdin atomic charge list, values in e, 5 entries: Sn 1.132; S 0.199; P 0.337; C -0.674; P 0.342

---

Question: Among the records above, which one has the lowest total charge?
Answer: C51H49F6N5O2P2S3Sn

---

Question: Look up the E of the second one.
Answer: -5088.0041 hartree